Record 1
# C4H14NO

A 2-piece molecular cluster, C4H14NO overall at a distorted geometry (ωB97M-V/def2-TZVPD, OMol25).

```
20
Properties=species:S:1:pos:R:3:forces:R:3
C 0.985627 -0.999851 0.999578 -0.966 -1.120 -2.161
C 0.074685 -0.072866 0.123688 1.055 -0.834 2.444
C 0.256312 1.348312 0.618500 0.629 1.070 -0.876
C -0.767650 2.313536 0.086999 -2.804 1.357 2.123
N 0.455638 -0.204020 -1.315761 -0.003 -1.256 0.514
H 0.558245 -1.019864 1.984122 0.832 0.893 0.896
H 2.013539 -0.757752 0.726099 0.210 0.181 1.266
H 0.883560 -2.093700 0.790051 0.065 0.838 -0.535
H -0.938771 -0.419726 0.275004 -0.221 0.267 -0.367
H 0.225105 1.389773 1.704887 -0.151 -0.498 -0.010
H 1.206265 1.855564 0.397638 0.515 -0.952 -0.123
H -1.749556 1.831367 0.007058 0.116 -0.114 -0.877
H -1.043898 2.866852 1.000091 0.124 0.320 -0.149
H -0.683674 3.185479 -0.578604 0.801 -1.064 -0.544
H 1.159794 0.545430 -1.413833 0.088 -0.923 -0.756
H 0.751871 -1.262579 -1.423844 -0.645 2.709 -0.430
H -0.377377 0.022138 -1.881288 0.647 -0.312 -0.093
H -0.554765 -3.119494 -0.139709 -0.023 0.844 -0.486
H -1.593627 -2.956417 -1.162478 -0.382 0.190 -0.576
O -0.861325 -2.452181 -0.798199 0.113 -1.598 0.739
```
Positions in Å, forces in eV/Å.

2S+1: 1
HOMO-LUMO gap, Ha: 0.437
HOMO energy, eV: -15.15
M, g mol⁻¹: 92.16
Charge: +1
Calculated total energy, eV: -7905.3039

---

Record 2
# C43H37N6O5STi

C43H37N6O5STi as an isolated structure at a distorted geometry (ωB97M-V/def2-TZVPD, OMol25).

```
93
Properties=species:S:1:pos:R:3:forces:R:3
Ti 0.078598 -0.017453 0.388427 -0.332 -0.578 1.660
C -2.538403 -1.943876 3.840073 -0.205 0.016 0.075
C -1.334436 -1.418512 3.331954 0.200 0.140 -0.050
N -1.289394 -0.449257 2.453733 -0.270 -0.207 -0.042
C -2.468273 0.096168 2.048559 -0.352 0.233 0.186
C -3.728628 -0.371732 2.470605 0.341 0.096 -0.116
C -3.728647 -1.443775 3.392585 0.116 -0.030 0.052
C -4.882775 0.251472 1.943619 -0.097 0.047 -0.084
C -4.759097 1.279221 1.046797 -0.192 -0.064 0.163
C -3.500538 1.764122 0.640628 0.469 0.053 -0.053
C -2.357927 1.191596 1.142030 -0.559 -0.139 0.571
N -1.038244 1.517165 0.849412 -0.051 0.481 -0.277
C -0.462601 2.694572 1.189261 0.277 0.723 0.473
C -1.065114 3.830872 1.711226 -0.035 -0.497 -0.158
C -0.299481 4.953641 2.034926 0.342 0.196 0.080
C 1.066624 4.976108 1.887907 -0.122 0.173 0.100
C 1.727151 3.834794 1.397805 -0.100 -0.325 -0.175
C 3.127203 3.725054 1.247287 -0.058 -0.132 -0.139
C 3.663770 2.578647 0.723906 0.076 0.212 0.117
C 2.819497 1.511059 0.386345 -0.093 -0.091 -0.136
N 1.517568 1.555275 0.574437 0.452 0.764 -0.026
C 0.959878 2.701612 1.039616 -0.085 0.671 0.285
H -2.503421 -2.758634 4.548925 0.009 -0.007 0.004
H -0.380500 -1.816409 3.657170 0.008 -0.105 -0.093
H -4.670849 -1.855471 3.733873 -0.011 0.004 0.026
H -5.859485 -0.095029 2.258200 -0.016 -0.003 -0.018
H -5.650273 1.745370 0.646633 0.001 -0.008 -0.024
H -3.410640 2.562923 -0.085230 -0.005 0.047 0.004
H -2.136718 3.847482 1.850862 -0.017 0.020 -0.047
H -0.799041 5.833878 2.419237 -0.037 -0.011 -0.009
H 1.648996 5.851769 2.142275 -0.034 0.032 0.025
H 3.758558 4.554522 1.541423 0.022 0.014 -0.029
H 4.730616 2.471584 0.589179 0.005 -0.019 -0.038
H 3.226812 0.606697 -0.048747 -0.060 -0.057 0.071
C 1.286679 1.204255 3.933359 -0.155 0.150 0.034
O 1.331581 0.259156 2.881518 0.362 -0.404 0.008
C 2.495555 -0.438897 2.709755 -0.156 -0.256 -0.169
C 3.623418 -0.293485 3.497944 0.052 0.136 0.155
C 4.764694 -1.044015 3.241280 -0.003 -0.114 -0.055
C 4.766632 -1.969978 2.211780 0.081 0.084 0.093
C 3.641171 -2.126114 1.421175 -0.298 0.073 -0.058
C 2.494561 -1.356939 1.638637 0.437 -0.120 0.346
N 1.417497 -1.373476 0.752277 0.050 0.046 0.227
N 1.384254 -2.439895 -0.058307 0.396 -0.787 0.026
C 0.908030 -2.366871 -1.305615 0.205 0.900 -0.184
C 0.726478 -1.129115 -1.995791 0.325 -1.110 -0.224
O 0.690215 -0.000225 -1.304860 0.310 -0.068 -1.597
C 0.646495 -1.131599 -3.398673 -0.212 0.116 -0.020
C 0.513611 -2.299225 -4.099245 0.011 0.138 0.017
C 0.454069 -3.547492 -3.423393 0.051 -0.104 0.203
C 0.164862 -4.747095 -4.105290 -0.004 -0.021 -0.005
C 0.068667 -5.935440 -3.428521 -0.004 0.017 -0.101
C 0.274012 -5.973198 -2.040599 0.059 0.051 0.058
C 0.582699 -4.823866 -1.354453 0.033 -0.082 0.093
C 0.675161 -3.593470 -2.027057 -0.050 -0.035 -0.180
H 1.451514 0.727739 4.903817 -0.001 -0.033 -0.056
H 2.027067 1.996280 3.785679 -0.027 -0.017 -0.014
H 0.286059 1.631435 3.906203 0.027 0.016 -0.011
H 3.634082 0.404949 4.322883 -0.051 0.041 -0.040
H 5.647365 -0.900042 3.849372 -0.013 -0.005 0.042
H 5.654199 -2.553937 2.008266 -0.016 -0.036 -0.001
H 3.625510 -2.828599 0.600613 0.013 0.001 -0.021
H 0.638522 -0.175644 -3.904715 -0.031 0.034 -0.017
H 0.409860 -2.284560 -5.176806 0.006 0.032 -0.011
H 0.005005 -4.703344 -5.176040 -0.009 -0.041 -0.013
H -0.169510 -6.846997 -3.961370 -0.004 0.003 -0.014
H 0.183191 -6.913906 -1.513363 0.019 0.008 0.033
H 0.735503 -4.829738 -0.283412 -0.035 -0.024 0.010
O -1.143594 -3.126108 1.203513 -0.123 -0.079 -0.163
C -1.716908 -2.560809 0.297856 -0.130 -0.303 0.179
C -2.898134 -3.131974 -0.480032 0.077 0.066 -0.044
C -3.228755 -2.052628 -1.503522 0.062 -0.084 0.071
C -2.228636 -0.943710 -1.202886 -0.415 -0.138 -0.357
O -2.160265 0.115060 -1.793043 -0.199 -0.074 -0.103
N -1.406559 -1.298398 -0.167163 -0.270 -0.207 -0.188
H -3.704979 -3.335651 0.224716 0.009 -0.004 -0.003
H -2.598814 -4.078576 -0.930186 0.029 -0.013 0.049
H -4.240163 -1.656356 -1.416321 0.022 0.045 -0.014
H -3.086477 -2.386867 -2.531476 0.007 0.073 -0.023
O -1.429943 3.737574 -1.498032 -0.431 0.358 0.246
S -0.595417 2.579993 -1.923012 0.468 0.635 -0.871
C -1.011774 2.339071 -3.711421 0.206 -0.387 0.208
C 0.185925 2.737519 -4.564237 0.028 0.090 0.034
C 0.915575 3.831813 -3.791822 0.036 -0.019 -0.130
C 1.046601 3.296260 -2.379142 -0.245 -0.216 -0.036
H -1.870107 2.987306 -3.879747 -0.024 0.045 0.165
H -1.316296 1.300496 -3.822925 -0.077 0.000 -0.071
H -0.123797 3.073091 -5.555787 -0.002 -0.052 0.007
H 0.858583 1.885903 -4.694713 0.008 -0.004 -0.054
H 0.312868 4.742874 -3.783813 0.035 0.026 0.012
H 1.886106 4.061650 -4.236865 -0.018 0.061 0.031
H 1.299266 4.053806 -1.638741 -0.079 -0.073 0.135
H 1.756219 2.466559 -2.323160 0.069 0.014 -0.012
```
Positions in Å, forces in eV/Å.

2S+1: 2
HOMO-LUMO gap (alpha / beta), Ha: 0.207 / 0.247
Expectation value of S²: 0.80
HOMO energy (alpha / beta), eV: -6.16 / -7.32
M, g mol⁻¹: 797.74
Calculated total energy, eV: -98323.7065

---

Record 3
# C15H31ClCuO4P2

C15H31ClCuO4P2 as an isolated structure at a distorted geometry (ωB97M-V/def2-TZVPD, OMol25).

```
54
Properties=species:S:1:pos:R:3:forces:R:3
P 1.255024 -1.555473 -2.778126 -0.524 0.329 0.681
P -2.106484 -1.942159 0.879161 0.827 0.669 0.099
C -0.485270 -2.608441 -2.184034 1.421 -0.592 -1.401
C -1.581038 -2.343059 -1.113041 -2.493 -0.102 1.258
H -0.108866 -3.633089 -2.126225 -0.615 0.548 0.046
H -0.999808 -2.492769 -3.143397 0.094 -0.205 0.336
H -2.304604 -1.660477 -1.579544 0.288 -0.160 0.349
H -2.049433 -3.313207 -0.960689 -0.072 0.355 -0.704
C -2.357984 -3.612976 1.641399 0.537 -0.119 -0.393
H -2.839195 -3.505578 2.625674 0.100 0.175 -0.388
H -1.368622 -4.059012 1.805735 -0.262 -0.107 0.032
H -2.968683 -4.262684 1.001158 0.056 0.047 0.271
C -3.882917 -1.630727 0.511426 0.072 0.133 -0.387
H -4.462941 -2.555567 0.433155 0.004 0.161 -0.116
H -3.937701 -1.062465 -0.420160 -0.254 -0.028 0.101
H -4.297199 -0.999024 1.303508 0.072 -0.172 -0.054
C 2.595524 -2.768295 -3.120676 0.266 -0.227 0.205
H 3.529213 -2.190748 -3.091524 -0.193 -0.108 -0.037
H 2.522723 -3.257868 -4.099657 -0.063 0.027 0.260
H 2.669150 -3.529531 -2.338837 0.145 0.282 -0.080
C 0.779165 -1.215563 -4.505534 -0.205 0.343 -0.362
H -0.270322 -0.925761 -4.557138 -0.004 0.066 -0.085
H 0.968209 -2.039310 -5.200067 -0.077 0.098 0.094
H 1.371265 -0.352863 -4.829797 -0.093 -0.130 -0.034
Cu 0.335064 -2.012711 -0.556329 0.702 1.511 1.157
C -2.340550 -5.072652 -2.300797 -0.300 -0.951 1.155
C -1.601364 -5.555018 -1.277527 -1.441 -0.407 -0.660
C -0.686088 -6.730536 -1.423620 0.366 -0.267 0.257
C 0.276555 -6.686125 -2.632262 0.145 -0.447 0.330
C 0.641973 -5.322960 -3.120469 0.003 -0.034 -1.530
C -0.034699 -4.669293 -4.085501 1.135 -1.031 -0.002
C -1.327424 -5.132878 -4.678403 -0.364 -0.008 -0.234
C -2.370186 -5.680654 -3.663874 -0.071 -0.010 -0.691
C 1.665384 0.405172 0.055619 0.755 0.977 -0.188
H -3.143474 -4.342491 -2.142976 0.558 -0.082 0.176
H -1.805825 -5.296453 -0.233278 0.187 0.416 -0.568
H -1.280074 -7.660486 -1.504452 0.152 0.308 0.179
H -0.087521 -6.817139 -0.501849 -0.241 -0.034 -0.276
H 1.212852 -7.158677 -2.294119 -0.327 -0.082 -0.338
H -0.133799 -7.293446 -3.450538 0.178 0.183 0.143
H 1.594852 -4.952823 -2.743278 -0.441 0.033 -0.251
H 0.377118 -3.784485 -4.574720 -0.028 -0.175 0.578
H -1.133606 -5.927200 -5.422915 -0.078 0.333 0.129
H -1.788556 -4.290296 -5.225926 0.260 -0.338 0.153
H -3.357325 -5.445332 -4.090483 0.228 -0.350 0.098
H -2.281008 -6.775666 -3.614941 -0.061 0.289 0.122
H 1.233269 1.973858 0.950606 -0.206 0.199 -0.075
H 1.347898 0.963184 -0.843887 0.401 -0.292 0.275
H 2.673833 0.496942 0.469707 0.120 0.324 -0.351
O 0.534269 3.561719 3.281204 -0.381 -0.262 -0.361
Cl -0.227954 3.348324 2.071655 1.826 0.105 -0.840
O -0.729906 4.577523 1.516922 -0.054 -0.303 0.023
O 1.003661 2.953979 0.873784 -1.333 0.560 1.287
O 0.973479 -0.581654 0.495744 -0.716 -1.451 0.616
```
Positions in Å, forces in eV/Å.

2S+1: 2
HOMO-LUMO gap (alpha / beta), Ha: 0.203 / 0.291
Expectation value of S²: 0.75
HOMO energy (alpha / beta), eV: -5.48 / -7.97
M, g mol⁻¹: 436.36
Calculated total energy, eV: -99973.6719

---

Look up the 2S+1 of the second one. 2